The following is a quantum chemistry calculation of C26H44BF5N2NbO21 as an isolated structure in a non-equilibrium geometry, from OMol25.

Geometry as XYZ:
```
100
Properties=species:S:1:pos:R:3
C 4.734 2.369 3.151
C 3.623 2.449 4.192
C 3.035 1.086 4.511
C 2.063 0.576 3.455
O 1.186 1.548 2.936
Nb -0.607 0.849 2.209
C -0.095 1.135 0.004
C 1.268 0.534 -0.421
C 2.473 1.420 -0.283
N 2.290 2.722 0.187
O 3.595 1.005 -0.587
C -1.341 0.474 4.359
O -1.083 -0.828 4.852
O -1.330 -0.899 6.286
O -1.591 2.605 2.195
C -1.097 3.751 2.873
C -2.254 4.707 3.070
C -2.805 5.116 1.702
B -2.498 -0.414 1.566
N -3.262 -1.292 2.491
O -2.992 -0.387 0.248
H 5.161 3.345 2.945
H 5.533 1.740 3.530
H 4.347 1.937 2.234
H 2.848 3.138 3.880
H 4.063 2.848 5.106
H 3.838 0.357 4.608
H 2.544 1.123 5.480
H 1.455 -0.174 3.957
H 2.588 0.033 2.669
H 0.192 -0.807 2.149
H -0.125 2.202 -0.206
H -0.847 0.693 -0.646
H 1.234 0.296 -1.484
H 1.434 -0.391 0.117
H 1.722 3.273 -0.440
H 3.195 3.146 0.329
H -2.426 0.648 4.383
H -0.873 1.196 5.032
H -2.121 -0.360 6.429
H -0.626 3.530 3.828
H -0.386 4.235 2.204
H -1.874 5.583 3.597
H -3.029 4.271 3.689
H -3.153 6.142 1.730
H -3.664 4.494 1.488
H -2.039 5.000 0.946
H -3.793 -0.743 3.153
H -2.578 -1.816 3.026
H -2.768 -1.230 -0.153
C 4.826 0.234 -4.263
C 5.101 1.505 -3.496
O 4.443 2.487 -4.291
C 3.420 1.870 -4.940
O 2.531 2.428 -5.487
O 3.555 0.528 -4.866
F 6.429 1.796 -3.445
H 5.567 0.064 -5.046
H 4.759 -0.647 -3.634
H 4.687 1.519 -2.489
C 1.001 -1.893 -7.125
C 2.052 -2.175 -8.174
O 3.257 -1.981 -7.453
C 3.000 -2.254 -6.143
O 3.829 -2.433 -5.318
O 1.670 -2.303 -5.924
F 2.000 -1.299 -9.209
H 0.772 -0.828 -7.071
H 0.088 -2.455 -7.263
H 2.036 -3.189 -8.573
C 0.359 -7.035 -7.716
C 0.671 -5.756 -6.969
O 0.013 -4.779 -7.760
C -1.041 -5.390 -8.388
O -1.925 -4.819 -8.918
O -0.915 -6.734 -8.299
F 1.999 -5.485 -6.948
H 1.088 -7.217 -8.505
H 0.291 -7.907 -7.072
H 0.284 -5.714 -5.950
C -4.330 1.551 -1.324
C -3.756 2.450 -2.398
O -4.574 3.609 -2.306
C -5.032 3.677 -1.021
O -5.521 4.635 -0.530
O -4.826 2.508 -0.383
F -3.878 1.915 -3.642
H -5.161 0.959 -1.712
H -3.598 0.895 -0.856
H -2.716 2.735 -2.238
C -2.987 -3.178 7.864
C -3.063 -4.545 8.503
O -4.076 -4.374 9.479
C -4.908 -3.382 9.043
O -5.977 -3.157 9.495
O -4.338 -2.711 8.019
F -1.907 -4.898 9.120
H -2.309 -2.519 8.404
H -2.700 -3.197 6.817
H -3.355 -5.348 7.824
```

Calculated values
HOMO-LUMO gap, Eh: 0.245
M, g/mol: 919.34
Energy, eV: -89466.0015
LUMO, Eh: 0.0552
Total charge: -1
Relative energy (zero: lowest compared OMol25 entry of this formula, charge and spin), kJ/mol: 0.0


The following is a quantum chemistry calculation of a 3-piece molecular cluster, C3H11NO3 overall in a non-equilibrium geometry, from OMol25.

Geometry as XYZ:
```
18
Properties=species:S:1:pos:R:3
C 0.877 0.595 1.744
C -0.144 0.862 0.623
C -1.447 0.092 0.718
N -1.963 -0.213 1.955
O -2.064 -0.116 -0.310
H 1.366 1.566 1.907
H 0.293 0.586 2.669
H 1.589 -0.181 1.475
H 0.158 0.655 -0.394
H -0.465 1.900 0.717
H -1.382 -0.598 2.670
H -2.925 -0.503 1.897
O 2.266 0.423 -2.588
H 3.007 -0.147 -2.372
H 1.539 -0.193 -2.531
O 0.118 -1.543 -2.607
H -0.229 -2.272 -3.127
H -0.594 -0.913 -2.445
```

Calculated values
HOMO-LUMO gap, Eh: 0.389
M, g/mol: 109.12
Energy, eV: -10922.3085
LUMO, Eh: 0.0280
Total charge: 0
Relative energy (zero: lowest compared OMol25 entry of this formula, charge and spin), kJ/mol: 67.3


The following is a quantum chemistry calculation of C23H39Cl2MnN6O3 as an isolated structure in a non-equilibrium geometry, from OMol25.

Geometry as XYZ:
```
74
Properties=species:S:1:pos:R:3
O 2.443 1.050 -3.874
C 2.267 1.304 -5.048
C 2.325 2.647 -5.644
C 2.596 3.769 -4.858
H 2.764 3.631 -3.798
C 2.645 5.022 -5.438
H 2.854 5.892 -4.830
C 2.424 5.166 -6.804
H 2.463 6.149 -7.255
C 2.155 4.056 -7.592
H 1.984 4.172 -8.654
C 2.105 2.799 -7.012
H 1.895 1.925 -7.618
H 2.043 0.493 -5.773
C -3.092 0.715 -1.741
C -2.866 -0.059 -0.485
H -4.144 0.770 -2.030
H -2.536 0.262 -2.560
H -2.711 1.730 -1.644
C -3.791 -0.796 0.138
C -5.220 -1.021 -0.258
H -3.497 -1.343 1.031
H -5.524 -0.420 -1.110
H -5.901 -0.796 0.568
H -5.394 -2.069 -0.520
Mn -0.995 -0.007 0.302
Cl -0.987 2.298 0.675
Cl 0.090 0.045 -1.734
C -2.696 0.428 2.617
O -1.732 -0.257 2.234
N -3.341 0.209 3.765
C -2.973 -0.884 4.642
C -4.453 1.044 4.166
H -3.059 1.269 2.029
H -2.149 -1.428 4.195
H -3.820 -1.557 4.779
H -2.671 -0.504 5.618
H -4.624 1.811 3.417
H -4.247 1.527 5.121
H -5.360 0.448 4.269
H -0.528 -5.478 1.099
H 1.893 -5.258 0.089
C -0.844 -4.848 0.267
C 1.437 -4.623 -0.671
N 0.243 -3.988 -0.157
H -1.677 -4.230 0.577
C 0.142 -2.658 -0.100
O -0.861 -2.069 0.335
H 2.156 -3.867 -0.970
H 1.002 -2.106 -0.476
H -1.156 -5.490 -0.557
H 1.199 -5.239 -1.538
C 1.124 1.159 2.221
N 1.039 -0.057 1.324
C 1.159 -1.216 2.292
N 2.399 -1.178 3.082
C 2.393 0.022 3.919
N 2.339 1.205 3.060
C 3.518 1.231 2.182
N 3.510 0.046 1.313
C 2.279 0.037 0.482
C 3.553 -1.158 2.164
H 0.231 1.222 2.882
H 1.186 2.089 1.629
H 1.191 -2.200 1.844
H 0.291 -1.251 2.983
H 3.301 0.048 4.562
H 1.522 0.008 4.613
H 3.524 2.159 1.569
H 4.451 1.261 2.791
H 2.409 -0.766 -0.246
H 2.248 0.962 -0.139
H 4.500 -1.179 2.751
H 3.562 -2.075 1.534
```

Calculated values
HOMO-LUMO gap (alpha / beta), Eh: 0.059 / 0.207
M, g/mol: 573.45
2S+1: 6
Energy, eV: -95932.6564
LUMO (alpha / beta), Eh: 0.0635 / 0.0634
Total charge: -1
Relative energy (zero: lowest compared OMol25 entry of this formula, charge and spin), kJ/mol: 0.0


The following is a quantum chemistry calculation of C22H35NO3P2ReS as an isolated structure in a non-equilibrium geometry, from OMol25.

Geometry as XYZ:
```
65
Properties=species:S:1:pos:R:3
P -1.573 1.908 1.339
P -3.111 0.272 -1.793
C -3.003 2.313 0.212
C -3.890 1.218 -0.426
H -2.624 3.010 -0.539
H -3.630 2.891 0.901
H -4.252 0.508 0.330
H -4.760 1.720 -0.868
C -3.739 0.796 -3.449
H -3.077 0.363 -4.215
H -3.748 1.886 -3.588
H -4.757 0.405 -3.636
C -3.892 -1.377 -1.745
H -4.677 -1.443 -2.501
H -4.318 -1.602 -0.754
H -3.123 -2.130 -1.980
C -0.712 3.567 1.583
H 0.205 3.588 2.215
H -1.475 4.068 2.195
H -0.588 4.162 0.665
C -2.419 1.798 2.943
H -3.147 0.986 2.890
H -2.934 2.760 3.050
H -1.714 1.678 3.772
Re 0.570 1.558 1.164
C -0.080 -2.674 -1.123
C 0.443 -1.795 -2.021
C -0.164 -0.610 -2.687
C -0.346 0.924 -2.119
C -0.008 1.591 -0.874
C -0.758 -0.076 1.225
C -1.534 -0.950 0.270
C -1.023 -2.400 0.062
C 1.140 1.685 3.183
H 0.505 -3.570 -0.915
H 1.523 -1.825 -2.171
H -1.143 -0.892 -3.102
H 0.485 -0.415 -3.557
H 0.056 1.561 -2.953
H -1.473 1.148 -2.200
H -0.027 2.705 -1.014
H -0.725 -0.628 2.179
H -1.561 -0.439 -0.721
H -2.589 -0.998 0.602
H -0.531 -2.655 1.018
H -1.891 -3.086 -0.013
H 1.804 0.847 3.404
H 0.305 1.797 3.882
H 1.775 2.590 3.154
O 2.182 -3.488 1.028
S 2.976 -2.491 1.705
O 3.348 -2.734 3.082
N 2.382 -0.999 1.492
C 3.095 -0.165 0.756
O 2.576 0.998 0.480
C 4.447 -0.814 0.350
C 5.643 -0.385 -0.271
C 6.707 -1.280 -0.497
C 6.638 -2.615 -0.073
C 5.512 -3.025 0.642
C 4.437 -2.128 0.790
H 5.740 0.656 -0.549
H 7.615 -0.947 -0.996
H 7.456 -3.307 -0.284
H 5.451 -4.016 1.072
```

Calculated values
HOMO-LUMO gap (alpha / beta), Eh: 0.193 / 0.157
M, g/mol: 641.75
2S+1: 4
Energy, eV: -62529.7212
LUMO (alpha / beta), Eh: -0.3095 / -0.3464
Total charge: +2
Relative energy (zero: lowest compared OMol25 entry of this formula, charge and spin), kJ/mol: 234.1


The following is a quantum chemistry calculation of a 2-piece molecular cluster, C4H12O2 overall in a non-equilibrium geometry, from OMol25.

Geometry as XYZ:
```
18
Properties=species:S:1:pos:R:3
C 1.272 -0.414 -0.902
C -0.172 -0.704 -1.328
C -1.148 0.414 -1.074
C -2.580 -0.071 -0.977
O -1.068 1.520 -2.015
H 1.833 -1.321 -1.112
H 1.238 -0.088 0.140
H 1.685 0.388 -1.509
H -0.217 -0.995 -2.379
H -0.544 -1.568 -0.770
H -0.907 0.969 -0.163
H -3.304 0.661 -1.319
H -2.762 -0.890 -1.667
H -2.740 -0.364 0.052
H -0.213 1.496 -2.462
O 3.153 0.109 6.156
H 3.438 -0.198 5.289
H 3.036 1.056 6.040
```

Calculated values
HOMO-LUMO gap, Eh: 0.397
M, g/mol: 92.14
Energy, eV: -8437.1872
LUMO, Eh: 0.0279
Total charge: 0
Relative energy (zero: lowest compared OMol25 entry of this formula, charge and spin), kJ/mol: 31.5


The following is a quantum chemistry calculation of C21H26BaN2O9P2S2 as an isolated structure in a non-equilibrium geometry, from OMol25.

Geometry as XYZ:
```
63
Properties=species:S:1:pos:R:3
Ba 0.183 -0.335 0.187
O 2.467 -0.849 -0.158
S 3.380 0.229 -0.778
C 3.838 1.295 0.630
C 4.112 0.500 1.924
C 3.512 1.145 3.185
C 1.996 1.032 3.371
S 1.218 -0.596 3.734
O 0.539 -0.997 2.418
C 2.584 -1.689 3.898
C 2.708 -2.729 2.991
C 3.742 -3.643 3.164
C 4.618 -3.516 4.232
C 4.455 -2.486 5.154
C 3.426 -1.572 4.999
C 4.970 -0.521 -0.921
C 5.951 0.145 -1.647
C 7.223 -0.398 -1.710
C 7.501 -1.592 -1.047
C 6.503 -2.254 -0.346
C 5.215 -1.726 -0.288
H 2.998 1.979 0.729
H 4.708 1.849 0.275
H 5.187 0.384 2.058
H 3.705 -0.507 1.821
H 3.736 2.215 3.188
H 4.015 0.723 4.054
H 1.470 1.372 2.465
H 1.657 1.657 4.198
H 2.009 -2.819 2.171
H 3.851 -4.459 2.462
H 5.423 -4.228 4.356
H 5.121 -2.405 6.004
H 3.277 -0.787 5.733
H 5.727 1.079 -2.152
H 7.995 0.107 -2.277
H 8.501 -2.004 -1.082
H 6.723 -3.184 0.162
H 4.415 -2.238 0.231
O -3.314 1.646 -1.001
P -2.303 0.453 -0.809
O -2.607 -0.752 -1.583
O -1.947 0.291 0.656
O -0.832 1.095 -1.525
P -0.164 2.395 -0.729
O 0.579 3.145 -1.913
O -1.210 3.247 -0.118
O 0.958 1.825 0.147
H -2.966 2.461 -0.584
H 0.077 3.933 -2.173
N 1.251 -3.637 -1.501
C -0.081 -3.800 -1.121
C -0.859 -4.834 -1.643
C -2.128 -5.000 -1.144
C -2.616 -4.150 -0.157
C -1.794 -3.137 0.279
N -0.535 -2.982 -0.185
H 1.514 -4.011 -2.397
H 1.702 -2.769 -1.257
H -0.467 -5.476 -2.421
H -2.749 -5.801 -1.527
H -3.619 -4.248 0.235
H -2.130 -2.419 1.020
```

Calculated values
HOMO-LUMO gap, Eh: 0.309
M, g/mol: 713.85
Energy, eV: -84556.6016
LUMO, Eh: 0.0033
Total charge: 0
Relative energy (zero: lowest compared OMol25 entry of this formula, charge and spin), kJ/mol: 305.3


The following is a quantum chemistry calculation of C22H28BrNPm as an isolated structure in a non-equilibrium geometry, from OMol25.

Geometry as XYZ:
```
53
Properties=species:S:1:pos:R:3
C -1.758 -1.582 -3.680
C -2.460 -0.321 -3.776
C -1.505 0.741 -4.005
H -3.524 -0.254 -3.543
C -0.216 0.114 -4.076
C -0.373 -1.304 -3.840
H 0.381 -2.118 -3.856
H -2.184 -2.598 -3.657
H -1.728 1.785 -3.772
H 0.768 0.585 -4.150
Pm -1.237 0.531 -1.475
Br -3.682 0.394 -0.102
C -0.745 -3.360 0.762
C 0.151 -3.753 -0.266
C -0.623 -4.173 -1.399
H 1.234 -3.650 -0.272
C -2.020 -4.033 -1.043
C -2.073 -3.536 0.305
H -2.988 -3.259 0.830
H -0.450 -2.912 1.717
H -0.272 -4.393 -2.408
H -2.865 -4.128 -1.737
C -0.028 1.666 4.678
C 0.450 0.851 3.505
C 1.432 -0.143 3.638
C 1.948 -0.847 2.540
C 2.959 -1.926 2.781
C 1.507 -0.496 1.260
C 0.677 0.636 1.128
C -0.074 1.105 2.229
N 0.477 1.120 -0.179
C 0.487 2.575 -0.535
C -0.914 3.212 -0.412
C 1.493 3.219 0.438
C 0.986 2.649 -1.973
H -0.430 1.011 5.469
H 0.807 2.242 5.114
H -0.808 2.386 4.377
H 1.830 -0.311 4.654
H 3.907 -1.522 3.165
H 2.620 -2.678 3.510
H 3.187 -2.446 1.852
H 1.921 -1.005 0.385
H -0.916 1.782 2.034
H -1.293 3.142 0.616
H -0.889 4.275 -0.716
H -1.713 2.735 -1.031
H 2.400 2.590 0.388
H 1.710 4.275 0.172
H 1.084 3.118 1.462
H 0.217 2.417 -2.731
H 1.795 1.930 -2.157
H 1.340 3.659 -2.216
```

Calculated values
HOMO-LUMO gap (alpha / beta), Eh: 0.180 / 0.181
M, g/mol: 531.38
2S+1: 5
Energy, eV: -111355.8508
LUMO (alpha / beta), Eh: 0.0779 / 0.0784
Total charge: -1
Relative energy (zero: lowest compared OMol25 entry of this formula, charge and spin), kJ/mol: 357.3


The following is a quantum chemistry calculation of a 2-piece molecular cluster, C4H11N3O2 overall in a non-equilibrium geometry, from OMol25.

Geometry as XYZ:
```
20
Properties=species:S:1:pos:R:3
H 1.487 0.565 0.063
N 1.984 0.705 0.927
C 1.258 1.208 1.846
N 1.810 1.429 3.082
N -0.092 1.519 1.577
C -1.149 0.463 1.727
H 1.248 1.437 3.910
H 2.740 1.122 3.273
H -0.441 2.266 2.166
H -0.976 -0.385 1.066
H -2.028 0.953 1.341
H -1.203 0.254 2.794
C -1.341 -1.610 -3.597
C -0.960 -1.257 -2.184
O -1.609 -1.409 -1.192
O 0.393 -0.984 -2.008
H -1.080 -2.658 -3.719
H -0.714 -1.015 -4.258
H -2.365 -1.467 -3.916
H 0.826 -0.925 -2.885
```

Calculated values
HOMO-LUMO gap, Eh: 0.331
M, g/mol: 133.15
Energy, eV: -12891.4335
LUMO, Eh: 0.0215
Total charge: 0
Relative energy (zero: lowest compared OMol25 entry of this formula, charge and spin), kJ/mol: 134.7


The following is a quantum chemistry calculation of an isolated ion of composition C4H6NO and charge -1 in a non-equilibrium geometry, from OMol25.

Geometry as XYZ:
```
12
Properties=species:S:1:pos:R:3
C -1.265 1.347 -0.032
C -0.335 0.225 0.114
C 0.972 0.334 0.249
C 1.281 -1.106 -0.049
N -0.057 -1.286 -0.702
O -0.743 -2.293 -0.221
H -1.750 1.560 0.936
H -2.067 0.896 -0.614
H -0.959 2.251 -0.415
H 1.516 1.159 0.631
H 2.095 -1.406 -0.722
H 1.312 -1.682 0.825
```

Calculated values
HOMO-LUMO gap, Eh: 0.205
M, g/mol: 84.10
Energy, eV: -7778.1525
LUMO, Eh: 0.1585
Total charge: -1
Relative energy (zero: lowest compared OMol25 entry of this formula, charge and spin), kJ/mol: 220.2


The following is a quantum chemistry calculation of C20H19AuF6N7O2PSb as an isolated structure, from OMol25.

Geometry as XYZ:
```
57
Properties=species:S:1:pos:R:3
Au 0.609 -0.042 1.053
C 1.850 5.267 -0.022
N 1.835 4.003 0.720
C 2.451 3.793 1.921
C 2.210 2.498 2.277
N 1.452 1.935 1.294
C 1.230 2.855 0.353
P 0.284 2.645 -1.189
C -1.207 1.902 -0.439
N -1.208 0.978 0.517
C -2.499 0.706 0.861
C -3.302 1.499 0.098
N -2.483 2.242 -0.708
C -2.952 3.197 -1.714
C 1.096 1.103 -1.730
N 1.379 0.081 -0.932
C 2.066 -0.863 -1.632
C 2.213 -0.387 -2.901
N 1.606 0.839 -2.948
C 1.512 1.674 -4.147
H 2.422 5.988 0.553
H 0.837 5.641 -0.149
H 2.325 5.130 -0.990
H 3.007 4.568 2.421
H 2.529 1.948 3.145
H -2.761 0.003 1.633
H -4.373 1.604 0.073
H -3.871 3.653 -1.357
H -3.140 2.685 -2.655
H -2.206 3.973 -1.859
H 2.418 -1.778 -1.186
H 2.704 -0.812 -3.759
H 2.419 1.549 -4.732
H 1.418 2.718 -3.859
H 0.650 1.375 -4.740
O -0.972 -2.751 2.883
C -0.973 -2.810 1.631
N -0.485 -1.933 0.771
C -0.936 -2.330 -0.543
O -0.758 -1.659 -1.516
C -1.645 -3.626 -0.392
C -2.204 -4.466 -1.327
C -2.798 -5.639 -0.856
C -2.825 -5.944 0.501
C -2.263 -5.090 1.450
C -1.680 -3.945 0.958
H -2.176 -4.229 -2.382
H -3.244 -6.328 -1.559
H -3.289 -6.864 0.829
H -2.279 -5.329 2.504
F 2.525 -1.035 1.635
Sb 2.371 -1.686 3.516
F 2.891 0.041 4.021
F 0.574 -0.850 3.227
F 1.844 -2.183 5.214
F 1.685 -3.226 2.708
F 4.117 -2.290 3.459
```

Calculated values
HOMO-LUMO gap (alpha / beta), Eh: 0.326 / 0.220
M, g/mol: 853.11
2S+1: 4
Energy, eV: -71383.0930
LUMO (alpha / beta), Eh: -0.2315 / -0.3376
Total charge: +2
Relative energy (zero: lowest compared OMol25 entry of this formula, charge and spin), kJ/mol: 38.1


The following is a quantum chemistry calculation of one molecule with the formula C5H6O, from OMol25.

Geometry as XYZ:
```
12
Properties=species:S:1:pos:R:3
C 2.886 0.087 -0.266
C 1.691 0.194 -0.403
C 0.543 -0.590 0.031
O -0.410 -1.120 -0.863
C -0.877 -0.351 0.242
C -1.683 0.869 -0.066
H 3.853 -0.276 -0.014
H 0.970 -1.334 0.700
H -1.266 -0.965 1.058
H -1.244 1.451 -0.880
H -1.781 1.491 0.828
H -2.684 0.543 -0.367
```

Calculated values
HOMO-LUMO gap, Eh: 0.386
M, g/mol: 82.10
Energy, eV: -7325.5927
LUMO, Eh: 0.0265
Total charge: 0
Relative energy (zero: lowest compared OMol25 entry of this formula, charge and spin), kJ/mol: 356.2